Entry a
The following is a DFT calculation (wB97M-V/def2-TZVPD) of an isolated ion of composition C5H12NO and charge -1.

ORCA input file:
```
! wB97M-V def2-TZVPD RIJCOSX def2/J DEFGRID3
* xyz -1 1
C -2.334 -0.825 -0.850
C -1.212 -0.303 0.059
C -0.308 0.809 -0.459
C 1.091 0.850 0.186
N 0.928 0.960 1.641
C 1.944 -0.471 -0.133
O 2.283 -1.182 0.961
H -2.883 -0.010 -1.332
H -2.981 -1.248 -0.082
H -2.052 -1.515 -1.639
H -1.574 0.020 1.037
H -0.484 -1.102 0.240
H -0.002 0.616 -1.497
H -0.699 1.822 -0.342
H 1.620 1.726 -0.196
H 0.852 -0.022 1.926
H 1.811 1.182 2.089
H 1.286 -1.171 -0.729
H 2.713 -0.137 -0.880
*
```

The molar mass is 102.2 g/mol. As for the SMILES: CCC[C@@H](N)C[O-].

Atom charges from the natural (NBO) analysis, given in e for atoms 1 to 2: -0.608, -0.428

Entry b
The following is a DFT calculation (wB97M-V/def2-TZVPD) of C5H12NO as an isolated structure.

ORCA input file:
```
! wB97M-V def2-TZVPD RIJCOSX def2/J DEFGRID3
* xyz -1 1
C 3.633 -0.181 -0.017
N 3.152 0.525 -1.278
C -1.047 -0.216 0.548
C -2.108 0.043 -0.359
C -3.401 -0.840 -0.170
O -3.678 -0.951 1.113
C 0.109 0.757 0.546
H 4.084 0.483 0.739
H 4.028 -1.197 -0.093
H 2.568 -0.241 0.228
H 3.884 1.180 -1.576
H -1.141 -1.131 1.124
H -2.055 0.604 0.720
H -1.997 0.270 -1.423
H -4.073 -0.372 -0.933
H -3.042 -1.785 -0.699
H -0.354 1.719 0.320
H 0.818 0.590 -0.297
H 0.618 0.746 1.506
*
```

The molar mass is 102.2 g/mol.

Atom charges from the natural (NBO) analysis, given in e for atoms 1 to 2: -0.475, -1.145

Entry c
The following is a DFT calculation (wB97M-V/def2-TZVPD) of C5H12NO as an isolated structure.

ORCA input file:
```
! wB97M-V def2-TZVPD RIJCOSX def2/J DEFGRID3
* xyz -1 1
C -0.950 -2.563 1.122
O -0.409 -3.494 1.975
C -0.237 -1.205 0.959
C -1.016 -0.486 -0.118
C -0.400 0.829 -0.560
C 1.738 2.464 -0.700
N 0.984 0.653 -1.050
H -0.949 -2.993 0.084
H -1.974 -2.510 1.562
H 0.845 -1.294 0.691
H -0.338 -0.639 1.932
H -1.061 -1.027 -1.066
H -2.065 -0.338 0.115
H -0.757 1.763 -0.021
H -0.231 0.995 -1.707
H 1.173 2.499 0.239
H 1.385 3.287 -1.435
H 2.793 2.389 -0.514
H 1.468 1.672 -1.507
*
```

The molar mass is 102.2 g/mol.

Atom charges from the natural (NBO) analysis, given in e for atoms 1 to 2: -0.039, -0.989

It is entry c that is the least stable of them.

Entry a
The following is a DFT calculation (wB97M-V/def2-TZVPD) of an isolated ion of composition C5H9IN and charge +1.

ORCA input file:
```
! wB97M-V def2-TZVPD RIJCOSX def2/J DEFGRID3
* xyz 1 1
C -1.057 -1.209 0.931
N -0.859 0.045 0.084
C -0.167 -0.093 -1.259
C 1.286 0.178 -1.020
C 1.354 0.980 0.174
C 0.072 0.883 0.820
I -0.635 2.081 2.434
H -1.706 -1.086 1.844
H -1.403 -2.158 0.480
H -0.063 -1.279 1.476
H -1.745 0.531 0.037
H -0.622 0.598 -1.997
H -0.450 -1.008 -1.667
H 1.927 0.686 -1.830
H 1.933 -0.768 -1.005
H 2.134 1.621 0.498
*
```

The molar mass is 210.0 g/mol. As for the SMILES: C[N@@H+]1CCC=C1I.

Atom charges from the natural (NBO) analysis, given in e for atoms 1 to 2: -0.465, -0.414

Entry b
The following is a DFT calculation (wB97M-V/def2-TZVPD) of an isolated ion of composition C5H9IN and charge +1.

ORCA input file:
```
! wB97M-V def2-TZVPD RIJCOSX def2/J DEFGRID3
* xyz 1 1
C -0.002 1.264 -0.974
C 0.044 0.710 0.505
C 1.336 0.152 1.001
C -1.144 -0.321 0.552
N -0.904 -1.482 -0.198
C -0.669 -2.132 -1.103
I -0.271 -3.474 -2.502
H -0.658 2.212 -1.045
H 1.061 1.684 -1.063
H -0.218 0.474 -1.716
H -0.153 1.421 1.332
H 1.636 -0.751 0.430
H 1.085 -0.253 2.035
H 2.271 0.950 1.045
H -1.397 -0.604 1.580
H -2.017 0.150 0.119
*
```

The molar mass is 210.0 g/mol. As for the SMILES: CC(C)C[N+]#CI.

Atom charges from the natural (NBO) analysis, given in e for atoms 1 to 2: -0.642, -0.217

It is entry b that is the least stable of them.

Entry a
The following is a DFT calculation (wB97M-V/def2-TZVPD) of C17H27N2O2P2S2Sc as an isolated structure.

ORCA input file:
```
! wB97M-V def2-TZVPD RIJCOSX def2/J DEFGRID3
* xyz 1 2
Sc -0.446 0.348 -1.094
C 3.889 -1.229 3.430
C 2.483 -0.795 3.100
O 2.182 -1.115 1.707
P 2.108 0.022 0.620
S 1.857 -0.837 -1.154
S 0.611 1.320 1.019
O 3.517 0.728 0.798
C 3.894 1.876 0.004
C 5.375 2.094 0.182
H 4.090 -1.038 4.485
H 4.614 -0.678 2.833
H 4.016 -2.294 3.243
H 2.335 0.273 3.265
H 1.742 -1.336 3.685
H 3.313 2.732 0.353
H 3.646 1.670 -1.041
H 5.614 2.278 1.228
H 5.691 2.960 -0.400
H 5.935 1.224 -0.160
C -4.528 -1.000 -2.430
P -2.857 -0.495 -1.898
C -2.125 -2.021 -1.195
C -2.164 -3.194 -1.957
C -1.462 -4.317 -1.558
C -0.674 -4.288 -0.412
C -0.604 -3.131 0.340
C -1.336 -2.009 -0.040
C -3.034 0.588 -0.451
C -3.495 0.175 0.812
C -3.486 1.048 1.879
C -3.014 2.355 1.724
C -2.561 2.785 0.495
C -2.561 1.905 -0.589
H -4.461 -1.673 -3.283
H -5.078 -0.112 -2.737
H -5.050 -1.496 -1.612
H -2.747 -3.235 -2.868
H -1.520 -5.220 -2.151
H -0.115 -5.165 -0.117
H 0.018 -3.082 1.224
H -1.307 -1.144 0.626
H -3.860 -0.836 0.945
H -3.849 0.719 2.843
H -3.012 3.029 2.570
H -2.204 3.797 0.359
H -2.261 2.282 -1.564
N 0.273 3.193 -2.079
N 0.248 1.886 -2.685
H 0.848 3.823 -2.627
H 0.692 3.095 -1.159
H 1.170 1.590 -3.005
H -0.352 1.946 -3.503
*
```

The molar mass is 462.5 g/mol.

Atom charges from the natural (NBO) analysis, given in e for atoms 1 to 2: 0.968, -0.634

Entry b
The following is a DFT calculation (wB97M-V/def2-TZVPD) of C17H27N2O2P2S2Sc as an isolated structure.

ORCA input file:
```
! wB97M-V def2-TZVPD RIJCOSX def2/J DEFGRID3
* xyz 1 2
Sc -0.310 0.212 1.373
C 2.692 5.338 -1.475
C 2.134 4.606 -0.287
O 1.170 3.625 -0.780
P 0.712 2.413 0.105
S -0.691 2.822 1.434
S 2.148 1.291 0.868
O -0.079 1.445 -0.906
C 0.428 0.849 -2.156
C 1.620 1.512 -2.800
H 3.369 6.123 -1.134
H 1.896 5.803 -2.056
H 3.254 4.665 -2.122
H 1.599 5.266 0.396
H 2.906 4.072 0.268
H -0.438 0.883 -2.811
H 0.632 -0.196 -1.927
H 1.400 2.525 -3.126
H 1.864 0.912 -3.680
H 2.492 1.525 -2.149
C -2.579 -3.798 1.451
P -1.456 -2.355 1.552
C -2.088 -1.185 0.314
C -2.742 -0.013 0.757
C -3.351 0.855 -0.173
C -3.310 0.570 -1.510
C -2.664 -0.601 -1.967
C -2.064 -1.453 -1.084
C 0.049 -2.978 0.712
C 0.398 -4.324 0.677
C 1.606 -4.727 0.115
C 2.491 -3.795 -0.405
C 2.168 -2.444 -0.367
C 0.959 -2.063 0.182
H -2.278 -4.595 2.130
H -2.607 -4.175 0.429
H -3.575 -3.465 1.742
H -2.907 0.154 1.814
H -3.850 1.747 0.181
H -3.787 1.234 -2.218
H -2.652 -0.831 -3.026
H -1.575 -2.351 -1.446
H -0.271 -5.073 1.080
H 1.855 -5.780 0.084
H 3.428 -4.117 -0.838
H 2.847 -1.695 -0.755
H 0.755 -1.003 0.151
N -1.013 0.440 3.668
N 0.415 0.262 3.564
H -1.249 1.272 4.196
H -1.412 -0.378 4.111
H 0.821 -0.208 4.363
H 0.841 1.183 3.479
*
```

The molar mass is 462.5 g/mol.

Atom charges from the natural (NBO) analysis, given in e for atoms 1 to 2: 0.858, -0.629

It is entry b that is the least stable of them.

Entry a
The following is a DFT calculation (wB97M-V/def2-TZVPD) of a 2-piece molecular cluster, C3H5O3S overall.

ORCA input file:
```
! wB97M-V def2-TZVPD RIJCOSX def2/J DEFGRID3
* xyz -1 1
C -1.273 -0.457 -1.217
C 0.606 -1.717 -0.129
C -0.307 -0.511 -0.389
O -0.574 1.713 2.004
O 1.382 1.825 0.493
O -2.208 -0.449 -1.919
S 0.289 2.548 1.170
H 0.085 -2.599 -0.302
H 0.957 -1.734 1.048
H 1.523 -1.653 -0.762
H 0.092 0.380 0.130
H -0.573 2.653 -0.127
*
```

The molar mass is 121.1 g/mol.

Atom charges from the natural (NBO) analysis, given in e for atoms 1 to 2: 0.685, -0.578

Entry b
The following is a DFT calculation (wB97M-V/def2-TZVPD) of a 2-piece molecular cluster, C3H5O3S overall.

ORCA input file:
```
! wB97M-V def2-TZVPD RIJCOSX def2/J DEFGRID3
* xyz -1 1
C -1.420 0.416 -0.669
C -0.621 -0.592 -0.744
C 0.759 -0.694 -0.572
O 0.702 0.355 1.904
O 0.670 -2.057 1.722
O 1.646 -1.047 -1.378
S 1.384 -0.779 1.299
H -2.533 0.289 -0.937
H -1.033 1.391 -0.313
H -1.069 -1.560 -0.962
H 0.736 2.269 -0.007
H 0.781 2.009 0.658
*
```

The molar mass is 121.1 g/mol.

Atom charges from the natural (NBO) analysis, given in e for atoms 1 to 2: -0.366, -0.320

Entry c
The following is a DFT calculation (wB97M-V/def2-TZVPD) of a 2-piece molecular cluster, C3H5O3S overall.

ORCA input file:
```
! wB97M-V def2-TZVPD RIJCOSX def2/J DEFGRID3
* xyz -1 1
C -1.266 1.164 -1.783
C -0.135 0.558 -1.402
C 0.545 0.144 0.652
O 0.939 -2.189 1.403
O -0.647 -0.753 2.739
O 1.859 0.013 0.727
S -0.420 -1.274 1.368
H -1.392 1.341 -2.848
H -2.117 0.964 -1.245
H 0.790 0.358 -2.038
H 0.122 1.068 1.187
H 1.723 -1.393 1.239
*
```

The molar mass is 121.1 g/mol.

Atom charges from the natural (NBO) analysis, given in e for atoms 1 to 2: -0.559, -0.245

It is entry c that is the least stable of them.

Entry a
The following is a DFT calculation (wB97M-V/def2-TZVPD) of a 6-piece molecular cluster, C18H36O18 overall.

ORCA input file:
```
! wB97M-V def2-TZVPD RIJCOSX def2/J DEFGRID3
* xyz 0 1
C 0.987 1.458 -3.228
O 0.643 1.642 -1.905
C 1.461 2.250 -1.090
O 2.500 2.776 -1.423
O 0.839 2.298 0.144
C 1.490 2.867 1.244
H 0.119 1.020 -3.720
H 1.888 0.856 -3.350
H 1.224 2.322 -3.850
H 0.984 3.248 2.131
H 2.109 3.730 1.001
H 2.208 2.155 1.652
C 6.080 5.968 10.693
O 5.323 6.138 9.475
C 5.826 6.887 8.419
O 6.906 7.529 8.462
O 4.959 6.739 7.408
C 5.087 7.306 6.170
H 6.967 5.339 10.625
H 5.477 5.523 11.484
H 6.368 6.981 10.972
H 5.466 6.575 5.456
H 5.639 8.225 5.974
H 4.053 7.524 5.902
C -3.003 6.577 5.923
O -2.276 6.788 4.715
C -2.920 7.323 3.667
O -4.146 7.313 3.556
O -1.963 7.543 2.684
C -2.278 7.384 1.313
H -3.954 6.048 5.868
H -3.206 7.559 6.350
H -2.362 6.076 6.649
H -1.750 8.101 0.685
H -3.353 7.318 1.145
H -1.869 6.453 0.920
C -2.069 -3.984 -10.155
O -1.661 -4.997 -11.102
C -1.905 -6.299 -10.900
O -2.514 -6.866 -9.946
O -1.485 -6.930 -11.973
C -1.679 -8.314 -12.162
H -1.704 -2.986 -10.397
H -1.735 -4.334 -9.179
H -3.157 -3.915 -10.134
H -1.312 -9.027 -11.424
H -1.349 -8.697 -13.128
H -2.751 -8.499 -12.237
C 0.311 -2.964 2.343
O 1.622 -3.247 1.810
C 2.789 -2.768 2.401
O 2.912 -2.021 3.371
O 3.748 -2.932 1.459
C 5.141 -2.892 1.777
H -0.554 -2.843 1.690
H 0.324 -2.053 2.941
H -0.089 -3.801 2.914
H 5.323 -2.731 2.840
H 5.630 -2.032 1.318
H 5.852 -3.679 1.527
C -3.499 -5.774 -3.535
O -4.003 -6.137 -2.223
C -5.160 -6.949 -2.183
O -5.546 -7.573 -3.136
O -5.503 -7.041 -0.952
C -6.608 -7.951 -0.635
H -4.294 -5.993 -4.248
H -2.672 -6.428 -3.811
H -3.149 -4.747 -3.433
H -7.141 -7.547 0.225
H -6.239 -8.961 -0.457
H -7.399 -7.926 -1.384
*
```

The molar mass is 540.5 g/mol. As for the SMILES: COC(=O)OC.COC(=O)OC.COC(=O)OC.COC(=O)OC.COC(=O)OC.COC(=O)OC.

Atom charges from the Mulliken analysis, given in e for atoms 1 to 2: -0.667, -0.297

Entry b
The following is a DFT calculation (wB97M-V/def2-TZVPD) of a 6-piece molecular cluster, C18H36O18 overall.

ORCA input file:
```
! wB97M-V def2-TZVPD RIJCOSX def2/J DEFGRID3
* xyz 0 1
C 10.199 12.233 1.502
O 9.779 13.536 1.179
C 10.643 14.453 0.808
O 11.825 14.305 0.632
O 9.994 15.596 0.678
C 10.740 16.780 0.403
H 10.712 12.131 2.464
H 11.034 11.940 0.855
H 9.361 11.558 1.396
H 11.226 17.025 1.352
H 10.056 17.592 0.171
H 11.472 16.687 -0.393
C 13.908 15.535 -2.788
O 12.966 16.500 -2.304
C 12.437 17.344 -3.150
O 12.734 17.441 -4.309
O 11.592 18.148 -2.537
C 10.854 19.111 -3.271
H 13.313 14.662 -3.057
H 14.637 15.352 -2.008
H 14.386 15.838 -3.719
H 11.320 19.626 -4.111
H 10.461 19.823 -2.554
H 10.047 18.532 -3.739
C 10.370 8.777 1.652
O 10.068 7.426 1.402
C 10.398 6.537 2.339
O 10.573 6.793 3.499
O 10.598 5.369 1.748
C 10.798 4.201 2.498
H 11.401 9.091 1.514
H 9.986 9.079 2.631
H 9.700 9.382 1.040
H 10.153 4.167 3.377
H 11.853 4.045 2.730
H 10.515 3.328 1.907
C 9.249 13.241 -8.413
O 8.872 12.777 -7.123
C 8.606 13.743 -6.253
O 8.719 14.920 -6.445
O 8.199 13.168 -5.132
C 7.420 13.925 -4.218
H 10.220 13.736 -8.369
H 8.552 13.994 -8.782
H 9.289 12.429 -9.132
H 7.641 14.989 -4.281
H 7.497 13.405 -3.270
H 6.353 13.908 -4.471
C 11.332 10.335 -1.590
O 10.516 11.457 -1.764
C 10.961 12.531 -2.409
O 12.071 12.667 -2.842
O 9.965 13.414 -2.475
C 10.344 14.702 -2.945
H 12.409 10.379 -1.761
H 11.077 9.501 -2.254
H 11.127 9.965 -0.591
H 10.998 15.140 -2.189
H 9.450 15.318 -2.959
H 10.849 14.692 -3.909
C 11.107 7.978 -4.710
O 9.711 8.090 -4.828
C 9.037 6.975 -4.543
O 9.531 5.954 -4.145
O 7.771 7.182 -4.845
C 6.829 6.203 -4.403
H 11.739 8.816 -5.014
H 11.525 7.216 -5.371
H 11.430 7.800 -3.685
H 6.792 6.095 -3.320
H 7.229 5.258 -4.785
H 5.848 6.367 -4.831
*
```

The molar mass is 540.5 g/mol. As for the SMILES: COC(=O)OC.COC(=O)OC.COC(=O)OC.COC(=O)OC.COC(=O)OC.COC(=O)OC.

Atom charges from the Mulliken analysis, given in e for atoms 1 to 2: -0.524, -0.374

Entry c
The following is a DFT calculation (wB97M-V/def2-TZVPD) of a 6-piece molecular cluster, C18H36O18 overall.

ORCA input file:
```
! wB97M-V def2-TZVPD RIJCOSX def2/J DEFGRID3
* xyz 0 1
C -5.915 -13.045 11.879
O -6.107 -12.051 10.957
C -5.426 -10.914 10.995
O -4.700 -10.502 11.870
O -5.662 -10.205 9.898
C -6.636 -10.468 8.869
H -6.670 -13.831 11.873
H -6.067 -12.581 12.853
H -4.888 -13.410 11.851
H -6.981 -9.562 8.371
H -7.532 -10.962 9.246
H -6.245 -11.103 8.074
C -10.328 11.243 6.181
O -10.335 9.891 6.474
C -9.898 9.004 5.511
O -9.546 9.251 4.338
O -9.847 7.772 6.156
C -9.335 6.641 5.387
H -9.384 11.474 5.689
H -10.208 11.898 7.044
H -11.214 11.597 5.654
H -8.246 6.665 5.354
H -9.679 6.752 4.359
H -9.647 5.648 5.711
C -1.207 -7.782 3.420
O -1.655 -8.785 4.296
C -0.804 -9.203 5.264
O 0.401 -8.834 5.403
O -1.268 -10.409 5.691
C -0.364 -11.392 6.180
H -2.156 -7.307 3.173
H -0.833 -8.127 2.456
H -0.516 -7.062 3.858
H -0.989 -12.130 6.681
H 0.419 -11.064 6.864
H 0.154 -11.919 5.379
C -10.287 -3.074 5.774
O -9.392 -3.720 4.909
C -9.314 -3.454 3.568
O -9.765 -2.493 3.063
O -8.724 -4.446 2.914
C -8.313 -4.111 1.556
H -11.144 -3.747 5.800
H -10.546 -2.075 5.422
H -9.754 -2.939 6.715
H -9.086 -3.460 1.146
H -8.192 -4.960 0.885
H -7.352 -3.611 1.678
C -11.325 -6.606 13.664
O -10.280 -7.397 14.147
C -9.925 -7.442 15.372
O -10.569 -6.872 16.296
O -8.942 -8.316 15.586
C -8.303 -8.327 16.858
H -10.888 -5.740 13.167
H -11.796 -6.018 14.451
H -12.116 -6.993 13.022
H -8.183 -7.311 17.233
H -7.270 -8.662 16.949
H -8.906 -9.009 17.457
C -11.795 -7.543 -11.066
O -11.028 -7.051 -10.016
C -10.786 -5.723 -9.856
O -11.110 -4.761 -10.583
O -10.243 -5.644 -8.678
C -9.823 -4.345 -8.224
H -11.970 -8.554 -10.700
H -11.135 -7.455 -11.929
H -12.723 -7.019 -11.298
H -9.914 -4.287 -7.139
H -10.515 -3.611 -8.637
H -8.790 -4.185 -8.534
*
```

The molar mass is 540.5 g/mol. As for the SMILES: COC(=O)OC.COC(=O)OC.COC(=O)OC.COC(=O)OC.COC(=O)OC.COC(=O)OC.

Atom charges from the Mulliken analysis, given in e for atoms 1 to 2: -0.620, -0.340

It is entry a that is the least stable of them.